Entry 1:
DFT (ωB97M-V/def2-TZVPD) results for an isolated molecule of CH3I2P.

As for the net charge: 0. The HOMO energy is -0.26737 Ha. The value obtained for the gap between HOMO and LUMO is 6.84 eV. As for the energy above the lowest of the compared OMol25 structures with the same formula, charge and spin: 288.75 kJ/mol.

```
7
Properties=species:S:1:pos:R:3:forces:R:3
C -1.270578 -0.093816 0.171220 1.985 0.190 -1.525
P 2.289080 0.882647 -1.048146 -0.410 -0.163 0.002
I 0.175819 1.565567 0.191917 -0.274 -0.674 0.355
I 3.094405 -1.096407 0.171762 -0.143 0.285 0.062
H -0.821662 -0.891478 0.672370 1.388 -1.114 0.832
H -1.320155 -0.395224 -0.861614 -0.530 0.244 -0.312
H -2.146912 0.028710 0.702493 -2.016 1.233 0.587
```
Positions in Å, forces in eV/Å.

Entry 2:
DFT (ωB97M-V/def2-TZVPD) results for a cluster of 2 separate species, CH3I3Si in total.

As for the net charge: 0. The HOMO energy (spin up / spin down) is -0.35528 / -0.28470 Ha. The value obtained for the gap between HOMO and LUMO (spin up / spin down) is 8.20 / 4.19 eV. As for the energy above the lowest of the compared OMol25 structures with the same formula, charge and spin: 332.79 kJ/mol.

```
8
Properties=species:S:1:pos:R:3:forces:R:3
C 0.576243 0.562657 0.019200 0.013 -1.435 -4.203
Si -0.144307 -1.161190 0.418985 -0.079 0.564 0.366
I 1.506728 -2.990867 0.808177 -0.188 0.558 -0.214
I -2.576648 2.825286 0.959328 -0.080 0.017 0.014
I -1.670065 -1.786965 -1.371920 -0.088 -0.058 -0.129
H -0.022881 1.465452 0.020512 -0.037 -0.038 1.000
H 1.593356 0.580101 0.319305 0.799 0.646 0.955
H 0.737573 0.505527 -1.173586 -0.339 -0.253 2.211
```
Positions in Å, forces in eV/Å.

Entry 3:
DFT (ωB97M-V/def2-TZVPD) results for a cluster of 2 separate species, CH3IN2 in total.

As for the net charge: 0. The HOMO energy is -0.31091 Ha. The value obtained for the gap between HOMO and LUMO is 7.93 eV. As for the energy above the lowest of the compared OMol25 structures with the same formula, charge and spin: 359.28 kJ/mol.

```
7
Properties=species:S:1:pos:R:3:forces:R:3
C -0.500737 0.646148 -1.875624 0.520 0.513 0.194
N 0.230603 -0.172889 1.601569 -0.387 0.491 -0.190
N -0.242123 0.358708 0.592022 0.487 -0.654 -0.144
I -2.488261 0.117613 -1.929095 -0.186 -0.261 -0.055
H 0.073007 -0.256297 -2.158899 -0.305 -0.202 0.207
H 0.982635 -0.838649 1.340286 -0.316 0.281 -0.311
H -0.993029 1.026414 0.833484 0.187 -0.166 0.298
```
Positions in Å, forces in eV/Å.

Entry 4:
DFT (ωB97M-V/def2-TZVPD) results for a structure of composition CH3IN2O.

As for the net charge: 0. The HOMO energy (spin up / spin down) is -0.33312 / -0.33313 Ha. The value obtained for the gap between HOMO and LUMO (spin up / spin down) is 8.77 / 8.77 eV. As for the energy above the lowest of the compared OMol25 structures with the same formula, charge and spin: 357.23 kJ/mol.

```
8
Properties=species:S:1:pos:R:3:forces:R:3
C -0.309403 -0.200919 -0.095507 -0.822 1.071 3.957
N -2.505035 -0.498618 0.383350 -5.180 2.463 2.898
N -3.691029 0.081336 0.928270 7.209 -1.194 -3.539
O -1.612302 0.420562 -0.002079 -1.487 0.370 0.754
I -4.740541 -1.439167 1.577627 -1.181 -1.297 0.532
H -0.505426 -1.245958 0.167634 0.937 0.229 0.115
H 0.376591 0.459376 0.580304 -1.065 -1.757 -1.060
H -0.108464 -0.051882 -1.063132 1.587 0.115 -3.657
```
Positions in Å, forces in eV/Å.

Entry 5:
DFT (ωB97M-V/def2-TZVPD) results for a structure of composition CH3IN2O3.

As for the net charge: 0. The HOMO energy is -0.33984 Ha. The value obtained for the gap between HOMO and LUMO is 7.19 eV. As for the energy above the lowest of the compared OMol25 structures with the same formula, charge and spin: 0.00 kJ/mol.

```
10
Properties=species:S:1:pos:R:3:forces:R:3
C 0.937935 0.569370 -0.682724 0.251 -0.917 -0.779
N 1.301323 -0.599035 -0.125907 -1.921 0.127 2.010
N -0.330899 0.899271 0.108215 -1.879 2.998 0.614
O 1.411353 1.102137 -1.641534 -0.492 0.571 0.615
O -0.922220 1.961963 -0.011317 2.414 -1.934 -0.354
O -1.887659 -0.868830 1.324240 2.867 3.013 0.086
I -2.315224 -0.916738 -0.568580 -0.619 -0.741 -0.453
H 0.788807 -1.034817 0.637996 -0.422 0.753 -0.288
H 2.066559 -1.153425 -0.279803 2.494 -0.726 -1.465
H -1.049974 0.040102 1.239415 -2.693 -3.145 0.014
```
Positions in Å, forces in eV/Å.

Entry 6:
DFT (ωB97M-V/def2-TZVPD) results for a cluster of 2 separate species, CH3IN4 in total.

As for the net charge: 0. The HOMO energy is -0.37245 Ha. The value obtained for the gap between HOMO and LUMO is 10.23 eV. As for the energy above the lowest of the compared OMol25 structures with the same formula, charge and spin: 161.00 kJ/mol.

```
9
Properties=species:S:1:pos:R:3:forces:R:3
C 0.167067 0.199994 1.430006 -0.162 -0.056 -0.167
N 1.593588 -0.646605 -2.030364 1.287 -0.012 -0.277
N 0.528132 -0.433323 -2.279876 2.208 -0.570 1.329
N -1.026798 -0.119858 1.489438 -0.888 0.129 0.229
N -0.635541 -0.337748 -2.495767 -3.155 0.289 -1.247
I 1.496956 0.944509 2.977971 -0.604 -0.320 -0.813
H 0.436096 0.045731 0.409733 2.148 0.287 -0.438
H -1.501807 0.038274 2.347683 -0.455 -0.030 1.190
H -1.057694 0.309027 -1.848825 -0.379 0.285 0.194
```
Positions in Å, forces in eV/Å.

Entry 7:
DFT (ωB97M-V/def2-TZVPD) results for an isolated molecule of CH3IN4.

As for the net charge: 0. The HOMO energy (spin up / spin down) is -0.31828 / -0.31831 Ha. The value obtained for the gap between HOMO and LUMO (spin up / spin down) is 8.60 / 8.60 eV. As for the energy above the lowest of the compared OMol25 structures with the same formula, charge and spin: 295.67 kJ/mol.

```
9
Properties=species:S:1:pos:R:3:forces:R:3
C 1.543358 -1.150866 0.169798 0.248 -2.058 1.744
N 0.736480 -0.281994 0.489558 -1.562 1.900 1.849
N 0.284865 0.534184 -0.482123 -0.360 0.822 -0.780
N -1.915475 0.783791 0.342342 0.805 -0.690 1.185
N -0.900734 1.079089 -0.349588 1.014 -2.176 -0.211
I 2.327429 -2.426543 1.791149 -0.368 0.867 -1.251
H 1.593680 -1.504889 -0.815507 0.973 -0.569 -1.400
H -2.670255 1.364745 0.038515 -0.497 0.548 -0.273
H -0.999348 1.602482 -1.184145 -0.253 1.356 -0.864
```
Positions in Å, forces in eV/Å.

Entry 8:
DFT (ωB97M-V/def2-TZVPD) results for a cluster of 2 separate species, CH3IN4 in total.

As for the net charge: 0. The HOMO energy is -0.36362 Ha. The value obtained for the gap between HOMO and LUMO is 10.03 eV. As for the energy above the lowest of the compared OMol25 structures with the same formula, charge and spin: 136.12 kJ/mol.

```
9
Properties=species:S:1:pos:R:3:forces:R:3
C 1.377892 1.465068 0.109685 2.592 2.386 -0.874
N -3.271778 -1.968078 -0.990589 -0.913 0.293 -0.165
N -2.204308 -1.782751 -0.724934 -0.238 -0.423 -0.179
N 0.753145 0.519770 0.503224 -1.687 -3.142 0.216
N -1.027495 -1.859778 -0.439165 -0.436 -3.148 0.080
I 2.477558 2.811552 1.393010 -0.122 -0.131 -0.300
H 1.600941 1.583951 -0.943875 -0.349 0.727 -0.153
H 0.855382 0.264889 1.460114 -0.453 0.166 1.100
H -0.561336 -1.034623 -0.367470 1.606 3.273 0.275
```
Positions in Å, forces in eV/Å.

Entry 9:
DFT (ωB97M-V/def2-TZVPD) results for an isolated molecule of CH3IN4.

As for the net charge: 0. The HOMO energy is -0.33264 Ha. The value obtained for the gap between HOMO and LUMO is 7.99 eV. As for the energy above the lowest of the compared OMol25 structures with the same formula, charge and spin: 297.16 kJ/mol.

```
9
Properties=species:S:1:pos:R:3:forces:R:3
I 3.154479 -0.572077 -0.050800 -1.151 0.343 -0.046
N 1.214907 0.038889 0.321510 -1.537 -3.768 0.473
N 0.775661 1.231591 0.167258 1.563 2.035 0.074
N -0.422776 1.366336 -0.002100 -2.393 1.488 -0.204
C -1.059897 0.094695 -0.314392 2.227 -2.225 -0.713
N -0.099029 -0.936487 0.167382 2.085 1.650 -3.222
H -2.010168 -0.266684 0.025903 -0.712 0.907 0.942
H -1.133338 0.016106 -1.378591 0.018 0.287 -0.996
H -0.419837 -0.972366 1.063832 -0.100 -0.717 3.692
```
Positions in Å, forces in eV/Å.

Entry 10:
DFT (ωB97M-V/def2-TZVPD) results for an isolated molecule of CH3INOP.

As for the net charge: 0. The HOMO energy is -0.35037 Ha. The value obtained for the gap between HOMO and LUMO is 9.57 eV. As for the energy above the lowest of the compared OMol25 structures with the same formula, charge and spin: 34.21 kJ/mol.

```
8
Properties=species:S:1:pos:R:3:forces:R:3
O 0.066612 0.823907 -1.675298 -0.574 0.100 0.659
C -0.602417 0.655445 -0.696155 -0.605 0.156 0.447
I -2.463279 1.836425 -0.220790 0.715 -0.455 -0.361
N -0.324707 -0.177552 0.330825 0.846 -0.604 -0.914
P 1.191562 -1.148063 0.025944 -2.479 -1.394 -0.409
H -1.025117 -0.487034 0.993331 0.044 0.430 -0.260
H 1.270344 -1.485899 1.383007 0.589 0.396 0.372
H 1.887001 -0.017226 -0.140863 1.463 1.371 0.466
```
Positions in Å, forces in eV/Å.

Entry 11:
DFT (ωB97M-V/def2-TZVPD) results for the ion CH3IO2P with charge -1.

As for the net charge: -1. The HOMO energy is -0.12746 Ha. The value obtained for the gap between HOMO and LUMO is 6.85 eV. As for the energy above the lowest of the compared OMol25 structures with the same formula, charge and spin: 295.48 kJ/mol.

```
8
Properties=species:S:1:pos:R:3:forces:R:3
O -1.290550 1.916892 -0.327656 0.434 1.227 -0.951
P -1.265473 0.734505 0.538698 1.605 -1.235 1.597
I -3.225654 -0.644935 -0.580321 -0.185 -0.689 -0.323
C 0.738145 -0.008217 0.018156 0.105 0.125 -1.461
O 1.728533 -0.954884 0.604480 -0.978 1.143 -0.449
H 0.648117 -0.123914 -1.138448 0.320 -0.075 1.749
H 1.348703 0.874026 0.198067 -0.663 0.751 -0.252
H 1.318177 -1.793472 0.687026 -0.638 -1.246 0.089
```
Positions in Å, forces in eV/Å.

Entry 12:
DFT (ωB97M-V/def2-TZVPD) results for the ion CH3IO2P with charge -1.

As for the net charge: -1. The HOMO energy is -0.17714 Ha. The value obtained for the gap between HOMO and LUMO is 8.02 eV. As for the energy above the lowest of the compared OMol25 structures with the same formula, charge and spin: 39.64 kJ/mol.

```
8
Properties=species:S:1:pos:R:3:forces:R:3
C -0.865992 -0.524828 0.040487 1.785 0.456 -0.911
P 0.530854 0.674731 0.042446 0.309 2.416 5.172
O 0.711737 1.508371 1.368757 -0.705 -2.537 -3.109
O 0.538146 1.397096 -1.231440 -0.051 -0.110 -1.295
I 2.361638 -1.007087 0.123482 0.752 -0.452 -0.084
H -0.582015 -1.135532 -0.804515 0.037 -0.774 0.028
H -1.201678 -1.077974 0.899751 0.012 0.209 0.291
H -1.492688 0.165223 -0.438966 -2.138 0.793 -0.091
```
Positions in Å, forces in eV/Å.